(one)
C3H4N4O in the gas phase, computed with ωB97M-V/def2-TZVPD.

Properties
SMILES string ... [H]/N=C\N=c1\[nH]nco1
Spin multiplicity ... 1
HOMO level ... -9.1 eV

Each line ends with the Löwdin charge.
Element x y z (Å)
1 C -0.006 -1.959 -0.341  -0.40
2 C 0.064 0.223 0.218  -0.32
3 C -0.978 2.200 0.153  -0.11
4 H 1.175 -3.637 -0.582  0.08
5 H -1.205 -1.772 -0.213  0.15
6 H 1.899 1.279 0.410  0.14
7 H -1.939 2.794 0.301  0.15
8 N 0.222 -3.145 -0.677  0.06
9 N 0.759 -0.808 -0.209  0.10
10 N 0.900 1.432 0.532  0.02
11 N 0.270 2.614 0.268  0.08
12 O -1.160 0.781 0.142  0.05



(two)
C3H4N4O in the gas phase, computed with ωB97M-V/def2-TZVPD.

Properties
SMILES string ... [H]/N=c1\[nH]cc(N=O)[nH]1
Spin multiplicity ... 1
HOMO level ... -8.1 eV

Each line ends with the Löwdin charge.
Element x y z (Å)
1 C -1.556 -0.034 -0.083  -0.44
2 C 0.414 0.985 0.102  -0.08
3 C 0.671 -0.317 0.131  -0.41
4 H -3.436 0.177 0.095  0.02
5 H -1.438 2.153 0.407  0.22
6 H 1.403 1.647 -0.168  0.18
7 H -0.934 -2.001 0.344  0.27
8 N -2.756 -0.545 -0.110  0.08
9 N -0.935 1.252 -0.018  0.10
10 N 1.992 -0.762 0.072  0.03
11 N -0.460 -0.941 0.001  0.09
12 O 2.793 0.148 -0.149  -0.07



(three)
C3H4N4O in the gas phase, computed with ωB97M-V/def2-TZVPD.

Properties
SMILES string ... Nc1nncc(=O)[nH]1
Spin multiplicity ... 1
HOMO level ... -9.3 eV

Each line ends with the Löwdin charge.
Element x y z (Å)
1 C 0.887 -0.030 -0.002  -0.44
2 C -1.501 1.224 -0.062  -0.03
3 C -1.527 -0.310 0.011  -0.47
4 H 2.854 -0.087 -0.146  0.10
5 H 2.201 -1.587 0.308  0.10
6 H -2.466 1.829 -0.028  0.13
7 H -0.281 -1.786 0.184  0.19
8 N 2.064 -0.718 -0.192  0.14
9 N 0.882 1.287 0.000  0.04
10 N -0.352 1.925 -0.034  0.01
11 N -0.243 -0.752 0.090  0.17
12 O -2.517 -0.995 -0.129  0.06



(four)
C3H4N4O as an isolated structure, computed with ωB97M-V/def2-TZVPD.

Properties
Spin multiplicity ... 1
HOMO level (spin up / spin down) ... -7.9 / -8.3 eV

Each line ends with the Löwdin charge.
Element x y z (Å)
1 C -0.216 -0.465 -0.789  -0.10
2 C 0.753 -1.415 -0.333  -0.16
3 C 0.123 0.754 -0.072  -0.47
4 N 1.552 -0.900 0.553  0.03
5 N -2.532 0.091 0.376  0.17
6 N 1.186 0.383 0.734  0.01
7 N -0.590 1.814 -0.052  0.13
8 O -1.908 -0.811 0.040  -0.03
9 H -0.682 -0.504 -1.758  0.12
10 H 0.846 -2.443 -0.624  0.10
11 H 1.757 0.974 1.316  0.15
12 H -0.288 2.521 0.610  0.05



What are the relative energies? In kJ/mol: (one) 232.3; (two) 382.2; (three) 0.0; (four) 409.7.



(one)
C3H4N4O in the gas phase, computed with ωB97M-V/def2-TZVPD.

Properties
SMILES string ... [H]/N=C/n1cnc(=O)[nH]1
Spin multiplicity ... 1
HOMO level ... -9.3 eV

Each line ends with the Löwdin charge.
Element x y z (Å)
1 C 2.030 0.206 -0.058  -0.24
2 C -0.210 1.483 0.034  -0.11
3 C -1.510 -0.333 -0.034  -0.46
4 H 3.549 -0.459 -0.084  0.07
5 H 2.641 1.135 0.067  0.14
6 H 0.230 2.407 -0.183  0.11
7 H 0.323 -1.715 0.231  0.24
8 N 2.600 -0.987 -0.072  0.09
9 N 0.661 0.438 0.050  -0.10
10 N -1.504 1.135 -0.017  0.15
11 N -0.149 -0.669 0.178  0.10
12 O -2.481 -1.117 -0.082  0.02



(two)
C3H4N4O in the gas phase, computed with ωB97M-V/def2-TZVPD.

Properties
SMILES string ... [H]/N=c1\ccn(O)nn1
Spin multiplicity ... 1
HOMO level ... -9.1 eV

Each line ends with the Löwdin charge.
Element x y z (Å)
1 C 0.683 0.917 -0.017  -0.09
2 C -0.667 0.994 -0.082  -0.07
3 C -1.429 -0.201 -0.069  -0.28
4 H 2.857 -1.342 -0.094  0.19
5 H 1.406 1.711 -0.039  0.12
6 H -1.086 2.039 0.016  0.13
7 H -3.322 0.200 0.232  0.04
8 N 1.330 -0.260 -0.366  -0.10
9 N -2.718 -0.637 0.205  0.10
10 N -0.516 -1.528 -0.065  0.05
11 N 0.682 -1.611 -0.066  0.05
12 O 2.779 -0.282 0.344  -0.13



(three)
C3H4N4O in the gas phase, computed with ωB97M-V/def2-TZVPD.

Properties
SMILES string ... [H]/N=C1/N=CC(=O)N1N
Spin multiplicity ... 1
HOMO level ... -9.6 eV

Each line ends with the Löwdin charge.
Element x y z (Å)
1 C -1.166 -0.230 0.036  -0.39
2 C 0.704 -1.640 -0.047  0.02
3 C 1.053 -0.143 -0.089  -0.36
4 H 0.121 2.580 0.727  0.13
5 H -0.674 2.579 -0.839  0.20
6 H -2.574 0.990 0.666  0.16
7 H 1.251 -2.460 -0.060  0.07
8 N 0.132 1.989 -0.165  0.02
9 N 0.001 0.705 -0.209  -0.14
10 N -2.320 -0.059 0.223  0.16
11 N -0.598 -1.663 -0.167  0.13
12 O 2.228 0.197 0.293  0.02



What are the relative energies? In kJ/mol: (one) 0.0; (two) 412.8; (three) 188.6.



(one)
C4H11N3 in the gas phase, computed with ωB97M-V/def2-TZVPD.

Properties
SMILES string ... C/N=C(\C)C(N)N
Spin multiplicity ... 1
HOMO level ... -9.1 eV

Each line ends with the Löwdin charge.
Element x y z (Å)
1 C 1.169 0.384 -0.350  -0.48
2 C -2.502 0.730 -0.286  -0.13
3 C -0.582 -1.398 0.589  -0.03
4 C -0.252 -0.031 0.056  -0.31
5 N 2.100 -0.715 -0.399  0.04
6 N 1.665 1.352 0.598  0.04
7 N -1.072 0.777 -0.544  -0.01
8 H 0.655 0.951 -1.311  0.17
9 H 3.064 -0.397 -0.374  0.07
10 H 1.846 0.890 1.487  0.08
11 H 2.549 1.726 0.278  0.06
12 H 1.985 -1.233 -1.266  0.08
13 H -3.016 0.279 -1.139  0.08
14 H -2.874 1.748 -0.137  0.07
15 H -2.802 0.198 0.621  0.06
16 H 0.074 -1.619 1.436  0.08
17 H -1.617 -1.491 0.920  0.06
18 H -0.390 -2.151 -0.179  0.09



(two)
C4H11N3 in the gas phase, computed with ωB97M-V/def2-TZVPD.

Properties
SMILES string ... N/C=C(\N)CCN
Spin multiplicity ... 1
HOMO level ... -7.7 eV

Each line ends with the Löwdin charge.
Element x y z (Å)
1 C 1.880 0.080 -0.343  -0.30
2 C 0.732 -0.937 -0.444  -0.16
3 C -0.589 -0.314 -0.081  -0.36
4 C -1.109 -0.487 1.153  -0.19
5 N -2.034 0.414 1.797  0.00
6 N -1.352 0.163 -1.147  0.09
7 N 1.721 1.185 -1.278  0.00
8 H 2.061 0.368 0.684  0.10
9 H 2.734 -0.546 -0.624  0.10
10 H 0.935 -1.723 0.281  0.11
11 H 0.708 -1.285 -1.478  0.11
12 H -0.623 -1.225 1.791  0.09
13 H -1.628 0.640 2.696  0.06
14 H -2.928 -0.025 2.001  0.06
15 H -1.408 -0.353 -2.009  0.09
16 H -2.273 0.499 -0.908  0.08
17 H 0.818 1.618 -1.091  0.05
18 H 2.355 1.927 -0.999  0.06



What are the relative energies? In kJ/mol: (one) 42.1; (two) 0.0.



(one)
C4H11N3 in the gas phase, computed with ωB97M-V/def2-TZVPD.

Properties
SMILES string ... [H]/N=C(\N)NCCC
Spin multiplicity ... 1
HOMO level ... -7.8 eV

Each line ends with the Löwdin charge.
Element x y z (Å)
1 C 1.941 0.896 1.660  -0.11
2 C 1.569 0.910 0.211  -0.27
3 C 0.755 -0.325 -0.311  -0.21
4 N -0.635 -0.231 0.113  0.03
5 C -1.849 -0.562 -0.431  -0.58
6 N -1.828 -1.187 -1.663  0.12
7 N -2.991 -0.446 0.158  0.03
8 H 1.128 0.923 2.415  0.08
9 H 2.625 0.069 1.881  0.08
10 H 2.325 1.940 1.738  0.08
11 H 0.918 1.722 -0.178  0.12
12 H 2.385 0.974 -0.544  0.11
13 H 1.194 -1.314 -0.254  0.11
14 H 0.665 -0.216 -1.401  0.09
15 H -0.844 0.501 0.782  0.12
16 H -1.104 -1.049 -2.357  0.08
17 H -2.731 -1.310 -2.080  0.09
18 H -3.523 -1.295 0.262  0.02



(two)
C4H11N3 in the gas phase, computed with ωB97M-V/def2-TZVPD.

Properties
Spin multiplicity ... 1
HOMO level (spin up / spin down) ... -7.2 / -8.2 eV

Each line ends with the Löwdin charge.
Element x y z (Å)
1 C 2.241 -0.047 -0.256  -0.35
2 C 1.236 -0.486 0.824  -0.22
3 C -1.292 -1.107 -0.530  -0.08
4 C -2.053 0.988 0.336  -0.05
5 N 1.503 0.948 -0.927  0.03
6 N 0.215 0.517 0.630  0.00
7 N -0.983 -0.024 0.363  -0.26
8 H 3.268 0.237 0.112  0.10
9 H 2.577 -0.926 -0.837  0.09
10 H 0.827 -1.587 0.595  0.13
11 H 1.674 -0.263 1.814  0.10
12 H -2.351 -1.189 -0.603  0.06
13 H -1.117 -0.859 -1.663  0.13
14 H -0.668 -1.972 -0.332  0.06
15 H -2.008 1.753 -0.399  0.07
16 H -2.966 0.502 0.319  0.05
17 H -1.902 1.629 1.262  0.11
18 H 1.798 1.889 -0.709  0.03



(three)
A 2-piece molecular cluster, C4H11N3 overall, computed with ωB97M-V/def2-TZVPD.

Properties
Spin multiplicity ... 1
HOMO level ... -7.6 eV

Each line ends with the Löwdin charge.
Element x y z (Å)
1 C -3.090 0.328 -0.260  -0.17
2 C 2.768 0.026 -0.181  0.04
3 C 1.039 1.667 -0.230  -0.07
4 C 0.452 -1.814 0.427  -0.10
5 N -3.616 -0.753 0.125  0.02
6 N 1.430 0.327 -0.122  -0.34
7 N 0.377 -0.379 0.085  -0.03
8 H -3.449 1.401 -0.048  0.08
9 H -2.250 0.356 -0.895  0.01
10 H 3.118 -0.896 0.160  0.02
11 H 3.433 0.864 -0.455  0.06
12 H 0.049 1.764 -0.760  0.11
13 H 0.978 2.129 0.757  0.11
14 H 1.790 2.165 -0.747  0.06
15 H 0.114 -2.112 1.447  0.09
16 H -0.093 -2.395 -0.298  0.07
17 H 1.380 -2.220 0.340  0.01
18 H -4.430 -0.458 0.654  0.03



(four)
A 3-piece molecular cluster, C4H11N3 overall, computed with ωB97M-V/def2-TZVPD.

Properties
SMILES string ... [H]/N=N\C.C#N.CC
Spin multiplicity ... 1
HOMO level ... -9.0 eV

Each line ends with the Löwdin charge.
Element x y z (Å)
1 C -0.208 -1.273 1.102  -0.14
2 C -0.649 -4.931 0.662  -0.07
3 C -1.393 -1.429 0.126  -0.14
4 C 1.964 3.758 -0.976  -0.09
5 N -0.303 2.987 -0.839  -0.02
6 N -0.743 -5.368 -0.390  0.07
7 N 0.853 2.700 -1.030  -0.15
8 H 0.663 -1.611 0.608  0.05
9 H -0.659 -4.290 1.445  0.01
10 H -1.445 -2.471 -0.167  0.03
11 H -2.353 -1.089 0.531  0.07
12 H -1.286 -0.856 -0.706  0.02
13 H 1.587 4.810 -1.253  0.09
14 H 2.367 3.617 -0.019  0.05
15 H 2.747 3.569 -1.635  0.03
16 H -0.386 -1.938 1.888  0.02
17 H -0.632 4.076 -0.772  0.10
18 H -0.124 -0.260 1.424  0.06



What are the relative energies? In kJ/mol: (one) 0.0; (two) 381.3; (three) 288.9; (four) 214.6.



(one)
C12H5F9N2O6S2Ta as an isolated structure, computed with ωB97M-V/def2-TZVPD.

Properties
Charge ... +1
Spin multiplicity ... 1
HOMO level ... -12.5 eV

Each line ends with the Löwdin charge.
Element x y z (Å)
1 Ta -0.327 0.273 0.530  1.57
2 O -0.893 -2.516 -2.890  0.23
3 C -0.680 -2.067 -1.687  -0.44
4 O -0.695 -0.872 -1.407  -0.08
5 C -0.397 -3.127 -0.668  -0.06
6 O -0.225 -2.400 0.521  -0.23
7 C 0.688 -2.903 1.497  -0.04
8 C 1.245 -1.697 2.230  -0.46
9 O 2.233 -1.624 2.859  0.22
10 O 0.381 -0.619 2.008  -0.25
11 H -1.086 -1.781 -3.499  0.18
12 H -1.254 -3.805 -0.609  0.17
13 H 0.482 -3.707 -0.962  0.17
14 H 0.178 -3.560 2.204  0.16
15 H 1.517 -3.438 1.032  0.15
16 S -1.446 2.015 1.703  0.71
17 C -2.877 1.001 1.645  -1.03
18 S -2.635 -0.405 0.655  0.72
19 C -4.030 1.308 2.270  -0.33
20 C -5.161 0.439 2.130  -0.20
21 N -6.063 -0.256 1.982  0.21
22 C -4.126 2.496 3.065  -0.20
23 N -4.190 3.465 3.679  0.21
24 F 2.673 1.058 0.857  0.15
25 C 2.478 2.124 0.046  -0.56
26 F 3.635 2.680 -0.235  0.24
27 F 1.714 2.972 0.730  0.18
28 C 1.722 1.637 -1.230  -0.21
29 O 0.415 1.331 -0.866  -0.25
30 C 1.724 2.761 -2.306  -0.57
31 F 1.486 3.936 -1.740  0.21
32 F 2.907 2.796 -2.912  0.21
33 F 0.779 2.521 -3.205  0.20
34 C 2.343 0.316 -1.762  -0.54
35 F 1.833 -0.018 -2.938  0.21
36 F 1.999 -0.693 -0.893  0.11
37 F 3.654 0.356 -1.834  0.24



(two)
C12H5F9N2O6S2Ta as an isolated structure, computed with ωB97M-V/def2-TZVPD.

Properties
Charge ... +1
Spin multiplicity ... 1
HOMO level ... -12.6 eV

Each line ends with the Löwdin charge.
Element x y z (Å)
1 Ta 0.170 -0.976 -0.533  1.55
2 O 0.237 2.898 1.206  0.25
3 C 0.086 1.878 0.432  -0.43
4 O 0.600 0.775 0.664  -0.04
5 C -0.783 2.106 -0.773  -0.05
6 O -0.663 0.972 -1.623  -0.28
7 C -0.028 1.165 -2.909  -0.03
8 C 1.359 0.553 -2.852  -0.48
9 O 2.285 0.868 -3.511  0.22
10 O 1.393 -0.446 -1.909  -0.21
11 H 0.771 2.681 1.993  0.19
12 H -0.493 3.029 -1.275  0.16
13 H -1.819 2.192 -0.438  0.16
14 H 0.020 2.219 -3.169  0.15
15 H -0.635 0.629 -3.638  0.16
16 S -1.243 -2.305 -1.902  0.70
17 C -2.537 -1.786 -0.817  -1.01
18 S -2.013 -0.778 0.519  0.70
19 C -3.823 -2.139 -1.017  -0.34
20 C -4.187 -2.970 -2.124  -0.21
21 N -4.472 -3.647 -3.007  0.21
22 C -4.841 -1.667 -0.128  -0.21
23 N -5.618 -1.255 0.611  0.21
24 F 0.844 -4.243 2.197  0.20
25 C 2.022 -3.633 2.240  -0.57
26 F 2.990 -4.540 2.314  0.21
27 F 2.057 -2.865 3.327  0.20
28 C 2.215 -2.762 0.965  -0.19
29 O 1.033 -2.066 0.721  -0.24
30 C 3.357 -1.725 1.162  -0.57
31 F 2.949 -0.758 1.990  0.18
32 F 4.447 -2.285 1.648  0.22
33 F 3.632 -1.145 -0.014  0.18
34 C 2.498 -3.660 -0.286  -0.55
35 F 2.101 -2.972 -1.387  0.11
36 F 1.793 -4.779 -0.248  0.21
37 F 3.779 -3.943 -0.415  0.23



What are the relative energies? In kJ/mol: (one) 73.8; (two) 0.0.



(one)
C2H5NOS in the gas phase, computed with ωB97M-V/def2-TZVPD.

Properties
SMILES string ... CC(=O)NS
Spin multiplicity ... 1
HOMO level ... -9.4 eV

Each line ends with the Löwdin charge.
Element x y z (Å)
1 C -1.466 -0.310 0.224  -0.05
2 C -0.032 0.455 -0.146  -0.63
3 H -2.249 0.499 -0.117  0.09
4 H -1.590 -1.403 -0.220  0.08
5 H -1.545 -0.641 1.370  0.10
6 H 0.662 -1.403 -0.426  0.01
7 H 2.677 1.577 -0.585  0.03
8 N 0.945 -0.518 -0.354  -0.25
9 O -0.039 1.645 0.040  0.02
10 S 2.638 0.100 0.213  0.60



(two)
C2H5NOS in the gas phase, computed with ωB97M-V/def2-TZVPD.

Properties
SMILES string ... CCn1os1
Spin multiplicity ... 1
HOMO level ... -9.1 eV

Each line ends with the Löwdin charge.
Element x y z (Å)
1 C -1.170 0.385 0.236  -0.11
2 C 0.115 -0.557 -0.129  -0.34
3 N 1.222 0.052 0.545  -0.40
4 O 1.847 1.030 -0.356  -0.47
5 S 2.773 -0.351 -0.150  0.85
6 H -1.083 1.481 -0.154  0.10
7 H -1.508 0.265 1.278  0.05
8 H -2.119 -0.086 -0.236  0.08
9 H 0.047 -0.583 -1.281  0.12
10 H -0.125 -1.636 0.247  0.14



(three)
A 2-piece molecular cluster, C2H5NOS overall, computed with ωB97M-V/def2-TZVPD.

Properties
Spin multiplicity ... 1
HOMO level ... -9.1 eV

Each line ends with the Löwdin charge.
Element x y z (Å)
1 C -1.020 0.502 -0.295  -0.23
2 C 0.405 0.108 0.007  -0.28
3 H -1.027 1.037 -2.355  0.14
4 H -1.626 -0.250 0.569  0.17
5 H -1.458 1.555 -0.134  0.13
6 H 0.980 0.841 -0.267  0.02
7 H 2.257 -2.419 1.550  0.08
8 N 0.557 -0.988 0.883  -0.36
9 O -1.145 0.164 -1.764  -0.16
10 S 2.078 -0.549 1.807  0.49



What are the relative energies? In kJ/mol: (one) 0.0; (two) 145.0; (three) 328.1.